No. 1
Below is one molecule with the formula C2H4O3 at a distorted geometry, with properties calculated with ωB97M-V/def2-TZVPD.

Geometry as XYZ:
```
9
Properties=species:S:1:pos:R:3:lowdin_charge:R:1
O 1.06096 -1.07444 0.91706 0.11
C 0.60045 -0.33321 0.02633 -0.47
O 1.21943 -0.45860 -1.24051 0.05
C -0.57978 0.45546 0.05315 -0.12
O -1.11899 -0.01866 1.40934 -0.06
H 0.66399 0.20112 -1.87033 0.17
H -1.23916 0.25371 -0.82493 0.14
H -0.26494 1.55486 -0.02689 0.16
H -0.34196 -0.58023 1.55679 0.02
```

As for the charge: 0. As for the structure (SMILES): O=C(O)CO. The value obtained for the HOMO-LUMO gap is 11.25 eV. The calculation puts the energy at -8279.891 eV. The value obtained for the LUMO energy is 0.20 eV. As for the energy relative to the best compared isomer or geometry (same formula, charge and spin): 38.5 kcal/mol.

***

No. 2
Below is one molecule with the formula C8H17NSi at a distorted geometry, with properties calculated with ωB97M-V/def2-TZVPD.

Geometry as XYZ:
```
27
Properties=species:S:1:pos:R:3:lowdin_charge:R:1
C 2.78128 0.28316 -1.49621 0.00
C 1.57402 -0.22124 -1.33191 -0.25
C 0.59365 -0.77521 -2.37449 -0.04
N 0.62917 0.33909 -0.01436 -0.13
C 1.14906 1.32491 0.95129 -0.27
C -0.04186 1.76357 1.80827 -0.25
C -0.79101 0.50239 2.25344 -0.23
Si -0.91067 -0.37270 0.57616 0.57
C -0.95499 -2.29366 0.52737 -0.17
C -2.38453 0.19475 -0.54645 -0.14
H 3.11844 1.08306 -0.75023 0.07
H 3.46356 -0.15330 -2.30676 0.09
H 1.14644 -1.31015 -3.00870 0.03
H 0.10121 0.11600 -2.77525 0.10
H -0.12615 -1.38004 -1.89092 0.03
H 1.61296 2.02011 0.33865 0.08
H 1.91897 0.83461 1.45034 0.09
H 0.44387 2.38291 2.62876 0.13
H -0.56803 2.39419 1.18255 0.07
H -0.10550 0.01256 3.09123 0.12
H -1.78201 0.45624 2.68762 0.05
H 0.09924 -2.67446 0.51984 0.05
H -1.53123 -2.75443 1.35513 0.04
H -1.45282 -2.52875 -0.31485 -0.05
H -2.15062 0.98618 -1.11208 -0.03
H -2.58537 -0.65286 -1.36694 0.08
H -3.24711 0.42309 -0.08149 -0.03
```

As for the charge: 0. As for the structure (SMILES): C=C(C)N1CCC[Si]1(C)C. The value obtained for the HOMO-LUMO gap is 8.75 eV. The calculation puts the energy at -17937.245 eV. The value obtained for the LUMO energy is 0.90 eV. As for the energy relative to the best compared isomer or geometry (same formula, charge and spin): 41.5 kcal/mol.

***

No. 3
Below is H2N3P3 as an isolated structure at a distorted geometry, with properties calculated with ωB97M-V/def2-TZVPD.

Geometry as XYZ:
```
8
Properties=species:S:1:pos:R:3:lowdin_spin:R:1
N 0.89079 0.70344 0.73025 0.34
N -0.11243 -0.81768 -1.05821 0.13
N -1.63807 -0.59446 0.69802 0.05
P 0.11269 1.78425 -0.02091 0.87
P -1.42866 0.22415 -0.77388 0.42
P -0.15521 -1.26150 0.66530 0.17
H 1.63329 0.86496 1.39517 0.01
H 0.69760 -0.90316 -1.63574 0.00
```

As for the charge: 0. Its expectation value of S² is 2.011. The value obtained for the HOMO-LUMO gap (spin up / spin down) is 7.36 / 6.47 eV. Its multiplicity is 3. The calculation puts the energy at -32366.111 eV. The value obtained for the LUMO energy (spin up / spin down) is 0.60 / -2.91 eV. As for the energy relative to the best compared isomer or geometry (same formula, charge and spin): 22.0 kcal/mol.

***

No. 4
Below is C17H19BEuN6O2 as an isolated structure at a distorted geometry, with properties calculated with ωB97M-V/def2-TZVPD.

Geometry as XYZ:
```
46
Properties=species:S:1:pos:R:3:lowdin_spin:R:1
H 0.61114 -1.36163 -2.72531 0.00
N 0.43998 0.48661 -1.74120 -0.01
B 0.25407 2.91688 -1.12623 0.00
N 0.31247 1.79531 -2.19112 0.00
C 0.32548 1.81107 -3.52665 0.00
Eu 0.83097 -0.24963 1.00211 6.28
H 0.25200 2.77836 -4.04757 0.00
C 0.44748 0.52311 -3.96373 0.00
H 0.49767 0.18208 -5.01741 0.00
C 0.50910 -0.26904 -2.83426 0.00
H 0.22629 3.98283 -1.63988 0.00
C 1.04354 -0.44291 2.87667 -0.02
H 1.27378 -1.48212 3.20909 0.01
H -0.05486 -0.16170 3.16783 0.00
H 1.76523 0.25582 3.36818 0.00
N 1.52827 2.77582 -0.24297 0.00
N -0.97708 2.70234 -0.21092 0.00
N 1.74820 1.51380 0.48008 0.00
N -1.06906 1.54943 0.56751 0.00
C 2.53243 3.58512 0.05036 0.01
C -2.03025 3.47755 0.03229 0.00
H 2.48476 4.53126 -0.41376 0.00
H -2.08995 4.45900 -0.48142 0.00
C 3.40076 2.98548 0.89044 0.00
C -2.84696 2.85140 0.93107 0.00
C 2.93536 1.71430 1.15867 0.04
C -2.22816 1.64975 1.22650 0.00
H 4.31200 3.41381 1.29778 0.00
H -3.79493 3.22975 1.34237 0.00
H 3.31509 0.87143 1.79153 0.03
H -2.54744 0.81874 1.88698 0.00
H 2.78806 -1.02882 0.74427 0.63
O 0.70479 -2.36048 -0.21036 0.03
C -0.33617 -2.65020 0.42071 0.00
O -1.08624 -1.77370 1.02333 0.00
C -0.72709 -4.11354 0.60624 0.00
C -1.60198 -4.47597 1.64586 0.00
C -1.83921 -5.81677 1.95683 0.00
C -1.22500 -6.83620 1.19283 0.00
C -0.38625 -6.47008 0.12263 0.00
C -0.14137 -5.13367 -0.15739 0.00
H -2.07674 -3.68397 2.22640 0.00
H -2.49014 -6.07804 2.78891 0.00
H -1.39828 -7.87653 1.43516 0.00
H 0.08222 -7.26308 -0.48129 0.00
H 0.53383 -4.84863 -0.97817 0.00
```

As for the charge: 0. Its expectation value of S² is 15.796. The value obtained for the HOMO-LUMO gap (spin up / spin down) is 9.19 / 5.62 eV. Its multiplicity is 8. The calculation puts the energy at -50974.246 eV. The value obtained for the LUMO energy (spin up / spin down) is 0.46 / -2.88 eV.

***

No. 5
Below is one molecule with the formula C5H7NO at a distorted geometry, with properties calculated with ωB97M-V/def2-TZVPD.

Geometry as XYZ:
```
14
Properties=species:S:1:pos:R:3:lowdin_charge:R:1
C 1.63268 0.42776 0.48428 -0.09
C 0.77219 -0.22002 -0.59482 -0.17
C -0.71994 -0.06729 -0.35361 -0.46
C -1.55760 -0.65085 -1.40230 -0.12
N -2.20689 -1.13369 -2.23037 0.17
C -1.32592 0.04618 0.98178 -0.06
O -1.19718 1.17584 0.12846 0.01
H 1.31627 1.45917 0.66359 0.08
H 2.67871 0.43722 0.17009 0.08
H 1.58438 -0.12162 1.42948 0.07
H 1.00258 0.21910 -1.57340 0.12
H 0.98731 -1.29238 -0.67415 0.13
H -2.34263 -0.31650 1.13940 0.13
H -0.67294 0.04006 1.85485 0.12
```

As for the charge: 0. As for the structure (SMILES): CC[C@@]1(C#N)CO1. The value obtained for the HOMO-LUMO gap is 11.96 eV. The calculation puts the energy at -8834.484 eV. The value obtained for the LUMO energy is 0.82 eV. As for the energy relative to the best compared isomer or geometry (same formula, charge and spin): 39.6 kcal/mol.

***

No. 6
Below is C43H33NO8P2SSr as an isolated structure at a distorted geometry, with properties calculated with ωB97M-V/def2-TZVPD.

Geometry as XYZ:
```
89
Properties=species:S:1:pos:R:3:lowdin_charge:R:1
Sr 0.69017 -0.64034 -0.03744 1.60
O 1.71837 -2.13804 5.55959 0.11
C 1.43808 -1.94315 4.25242 -0.45
O 0.42924 -1.40430 3.88098 0.09
C 2.49183 -2.49475 3.34065 -0.18
C 3.54442 -3.24431 3.83349 0.01
C 4.42066 -3.82650 2.92470 -0.03
C 4.18125 -3.66267 1.57685 0.02
C 3.08999 -2.89977 1.17884 -0.17
N 2.27808 -2.28679 2.04072 0.17
C 2.70674 -2.84866 -0.29841 -0.63
O 3.58751 -3.04909 -1.13069 0.04
O 1.46356 -2.63091 -0.48099 -0.29
H 0.95311 -1.80491 6.05377 0.13
H 3.66327 -3.37536 4.89885 0.12
H 5.25320 -4.42527 3.27207 0.11
H 4.79809 -4.11563 0.81263 0.12
O -0.77572 1.89313 -2.12578 -0.28
S -0.58809 1.57906 -0.73422 0.42
O 0.79745 1.63797 -0.24356 -0.50
O -1.23684 0.31690 -0.29556 -0.55
C -1.43628 2.78484 0.22410 -0.26
C -2.20049 3.77031 -0.38061 -0.04
C -2.90934 4.64888 0.42221 -0.07
C -2.83631 4.53375 1.80519 -0.06
C -2.06331 3.54367 2.39403 -0.07
C -1.34962 2.63888 1.61490 -0.31
P -0.32266 1.27194 2.38036 1.12
C 0.80367 2.28578 3.41979 -0.35
C 1.18479 3.57421 3.04712 -0.08
C 2.07959 4.30083 3.82235 -0.08
C 2.61175 3.75008 4.98025 -0.09
C 2.26846 2.45310 5.34179 -0.08
C 1.38219 1.72503 4.56105 -0.11
C -1.61871 0.69810 3.55883 -0.37
C -1.76686 1.10356 4.87979 -0.10
C -2.78713 0.58240 5.66807 -0.08
C -3.67936 -0.34050 5.13923 -0.09
C -3.54745 -0.74061 3.81499 -0.08
C -2.52099 -0.22982 3.03533 -0.09
H -2.22245 3.83693 -1.46130 0.11
H -3.52080 5.42015 -0.02781 0.11
H -3.38653 5.22425 2.43250 0.11
H -2.01675 3.47557 3.47405 0.11
H 0.78770 4.01451 2.14006 0.11
H 2.35738 5.30364 3.52112 0.10
H 3.29520 4.32446 5.59352 0.10
H 2.69127 2.00891 6.23547 0.10
H 1.12220 0.71186 4.84572 0.08
H -1.08056 1.82399 5.31067 0.10
H -2.88554 0.90207 6.69860 0.10
H -4.47306 -0.74597 5.75472 0.10
H -4.24202 -1.45630 3.39166 0.10
H -2.41343 -0.55746 2.00615 0.10
O 1.21562 -0.29425 -2.21993 -0.49
P 0.26734 -0.52797 -3.37992 0.84
C -1.40432 -1.00928 -2.88004 -0.30
C -2.57721 -0.32192 -3.15343 -0.07
C -3.77555 -0.78241 -2.62176 -0.06
C -3.79860 -1.91379 -1.81390 -0.07
C -2.62608 -2.61785 -1.55808 -0.06
C -1.43399 -2.17285 -2.10471 -0.10
C 0.77304 -2.04600 -4.23817 -0.26
C -0.06660 -2.72865 -5.12210 -0.09
C 0.34464 -3.92131 -5.69327 -0.08
C 1.58885 -4.45562 -5.36798 -0.08
C 2.41644 -3.79387 -4.47566 -0.06
C 2.01349 -2.58717 -3.91379 -0.05
C 0.33289 0.74121 -4.64337 -0.27
C -0.39456 0.64223 -5.82694 -0.07
C -0.25264 1.61363 -6.80747 -0.08
C 0.61602 2.68025 -6.60718 -0.08
C 1.34242 2.77715 -5.42671 -0.07
C 1.20278 1.80975 -4.44417 -0.06
H -2.55071 0.58530 -3.74554 0.11
H -4.69324 -0.24514 -2.82536 0.11
H -4.73574 -2.25057 -1.38810 0.10
H -2.64013 -3.51124 -0.94764 0.11
H -0.51280 -2.72702 -1.94145 0.10
H -1.05683 -2.34779 -5.34742 0.10
H -0.31137 -4.44615 -6.37643 0.10
H 1.89948 -5.39858 -5.80131 0.10
H 3.37124 -4.21688 -4.19025 0.11
H 2.64818 -2.09511 -3.19114 0.09
H -1.07724 -0.18377 -5.98946 0.10
H -0.81847 1.53783 -7.72717 0.10
H 0.72541 3.43662 -7.37413 0.10
H 2.01179 3.61378 -5.26864 0.11
H 1.74755 1.87979 -3.51017 0.11
```

As for the charge: 0. The value obtained for the HOMO-LUMO gap is 8.42 eV. The calculation puts the energy at -93250.703 eV. The value obtained for the LUMO energy is 0.07 eV. As for the energy relative to the best compared isomer or geometry (same formula, charge and spin): 52.7 kcal/mol.

***

No. 7
Below is an isolated ion of composition C4H10NO3 and charge +1 at a distorted geometry, with properties calculated with ωB97M-V/def2-TZVPD.

Geometry as XYZ:
```
18
Properties=species:S:1:pos:R:3:lowdin_charge:R:1
C 1.61046 0.73196 0.19567 -0.01
C 0.55557 0.58597 -0.88736 -0.37
O 1.02667 -0.08218 -2.02366 0.03
C -0.71828 -0.18233 -0.38120 -0.13
N -1.59940 0.77942 0.39343 0.26
C -0.40434 -1.42887 0.37029 -0.51
O 0.30130 -2.27586 -0.09250 0.18
O -0.98810 -1.48144 1.56748 0.15
H 1.38282 1.51781 0.90544 0.09
H 2.54083 1.03763 -0.25995 0.10
H 1.80463 -0.16798 0.77956 0.10
H 0.21575 1.56175 -1.23968 0.16
H 1.59527 -0.79302 -1.76705 0.10
H -1.20928 -0.46205 -1.30547 0.18
H -2.24538 0.24893 0.98422 0.17
H -2.15089 1.34806 -0.24695 0.18
H -0.99465 1.35134 0.98203 0.17
H -0.72298 -2.28913 2.02570 0.16
```

As for the charge: +1. As for the structure (SMILES): C[C@@H](O)[C@H]([NH3+])C(=O)O. The value obtained for the HOMO-LUMO gap is 10.97 eV. The calculation puts the energy at -11936.209 eV. The value obtained for the LUMO energy is -3.82 eV. As for the energy relative to the best compared isomer or geometry (same formula, charge and spin): 9.3 kcal/mol.

***

No. 8
Below is C33H28BrCl2GdI2N4O2Si as an isolated structure at a distorted geometry, with properties calculated with ωB97M-V/def2-TZVPD.

Geometry as XYZ:
```
74
Properties=species:S:1:pos:R:3:lowdin_spin:R:1
Gd -0.16683 -0.48587 -0.16568 7.16
Cl 3.18576 -6.96853 -1.15104 0.00
C 2.64452 -5.34640 -1.16008 0.00
C 3.51201 -4.36452 -1.53563 0.00
C 3.00048 -3.03579 -1.61275 0.00
I 4.34137 -1.48410 -1.99349 0.00
C 1.69643 -2.64759 -1.35971 0.00
O 1.31373 -1.39940 -1.50655 -0.04
C 0.84999 -3.67281 -0.73592 0.00
N -0.44234 -3.32300 -0.28738 0.00
C -1.20658 -4.29547 0.13943 0.00
C -0.90870 -5.67518 0.10759 0.00
C 0.28207 -6.03387 -0.46302 0.00
C 1.23464 -5.05812 -0.83490 0.00
H 4.54969 -4.50755 -1.75453 0.00
H -2.19837 -4.03726 0.53831 0.00
H -1.61234 -6.48050 0.53355 0.00
H 0.62757 -7.07054 -0.57649 0.00
C -1.03264 3.05702 4.50162 0.00
C -1.72449 1.82471 3.86420 0.00
C -2.97396 1.33160 4.26160 0.00
C -3.66448 0.41776 3.48273 0.00
C -3.00656 -0.00851 2.37396 0.00
Br -3.89491 -1.35137 1.33610 0.00
N -1.75266 0.31648 2.02333 0.00
C -1.14720 1.27697 2.71848 0.00
H 0.07066 2.79945 4.70595 0.00
H -1.49236 3.22124 5.48045 0.00
H -1.28494 3.89461 3.81095 0.00
H -3.54068 1.77187 5.11039 0.00
H -4.65659 0.16279 3.57722 0.00
H -0.10213 1.51909 2.42985 0.00
Cl 6.45968 1.63362 2.06906 0.00
C 4.90849 0.80917 1.89598 0.00
C 4.44637 -0.12392 2.74486 0.00
C 3.14756 -0.62885 2.76826 0.00
I 2.35721 -1.74533 4.41218 0.00
C 2.19473 -0.26085 1.81831 0.00
O 1.00403 -0.79591 1.66312 -0.02
C 2.68642 0.70942 0.87999 0.00
N 1.80677 1.15751 -0.05727 -0.01
C 2.17955 1.90548 -1.08314 0.00
C 3.52477 2.37003 -1.16033 0.00
C 4.39382 2.09125 -0.14529 0.00
C 3.96852 1.26778 0.92133 0.00
H 5.17361 -0.56758 3.43263 0.00
H 1.30095 2.14140 -1.77327 0.00
H 3.77157 2.97886 -2.01995 0.00
H 5.38322 2.36425 -0.31168 0.00
C -2.28185 1.84398 -4.05643 0.00
Si -1.10267 0.77725 -3.13636 0.00
C 0.60207 0.94827 -3.90504 0.00
C -1.59700 -1.11055 -3.35484 0.00
N -1.07436 1.11389 -1.46619 -0.06
C -1.99263 1.95816 -0.82615 0.00
C -1.57320 3.08005 -0.07643 -0.01
C -2.45467 3.84812 0.65258 0.00
C -3.77778 3.55358 0.55954 -0.01
C -4.27994 2.52060 -0.19649 0.00
C -3.39056 1.72338 -0.91914 -0.01
H -2.19153 2.90992 -3.88041 0.00
H -3.30791 1.60016 -3.77038 0.00
H -2.35761 1.66208 -5.12474 0.00
H 0.45690 0.47276 -4.82916 0.00
H 1.45672 0.45594 -3.41025 0.00
H 0.83356 1.98838 -4.18919 0.00
H -0.77225 -1.70549 -2.94588 0.00
H -1.58249 -1.30368 -4.39857 0.00
H -2.52611 -1.39406 -2.91966 0.00
H -0.57775 3.34225 -0.17851 0.00
H -2.13379 4.72240 1.22673 0.00
H -4.55038 4.22320 1.04452 0.00
H -5.36978 2.30548 -0.36452 0.00
H -3.66243 0.81038 -1.44836 0.00
```

As for the charge: 0. Its expectation value of S² is 15.888. The value obtained for the HOMO-LUMO gap (spin up / spin down) is 6.86 / 7.58 eV. Its multiplicity is 8. The calculation puts the energy at -184735.595 eV. The value obtained for the LUMO energy (spin up / spin down) is -0.83 / -0.14 eV. As for the energy relative to the best compared isomer or geometry (same formula, charge and spin): 44.3 kcal/mol.